This record from the OMol25 dataset describes C28H31FN6O3SW as an isolated structure in a non-equilibrium geometry. The level of theory is the ωB97M-V functional and the def2-TZVPD basis.

XYZ file:
```
71
Properties=species:S:1:pos:R:3
W -0.448 -0.106 0.177
C 2.091 0.951 3.744
C 1.338 1.016 2.566
N 0.657 -0.015 2.080
C 0.630 -1.142 2.844
C 1.349 -1.297 4.023
C 2.123 -0.210 4.463
C 1.240 -2.528 4.763
C 0.406 -3.503 4.355
C -0.397 -3.331 3.175
C -1.358 -4.268 2.748
C -2.130 -3.977 1.661
C -1.931 -2.769 0.975
N -1.000 -1.900 1.327
C -0.261 -2.170 2.427
H 2.633 1.831 4.062
H 1.286 1.930 2.006
H 2.708 -0.292 5.371
H 1.825 -2.640 5.666
H 0.305 -4.418 4.925
H -1.496 -5.189 3.303
H -2.906 -4.648 1.319
H -2.535 -2.499 0.123
C -2.230 1.686 2.107
N -1.671 1.461 0.768
C -2.097 2.173 -0.241
C -1.556 1.961 -1.520
C -1.711 2.607 -2.745
C -0.804 2.002 -3.618
C -0.143 1.004 -2.889
N -0.594 0.977 -1.631
C -2.862 0.446 2.681
C -2.429 -0.054 3.901
C -3.024 -1.186 4.452
C -4.062 -1.815 3.781
C -4.506 -1.312 2.560
C -3.905 -0.190 2.012
H -2.959 2.495 2.047
H -1.423 2.018 2.762
H -2.850 2.939 -0.080
H -2.395 3.413 -2.963
H -0.635 2.244 -4.654
H 0.643 0.344 -3.221
H -1.629 0.450 4.435
H -2.690 -1.559 5.412
H -4.543 -2.682 4.218
H -5.329 -1.791 2.043
H -4.246 0.191 1.055
C 1.436 4.411 -0.947
O 2.362 3.303 -1.063
C 1.967 2.144 -0.584
O 0.911 1.982 0.030
N 2.846 1.163 -0.871
N 2.594 -0.121 -0.391
H 2.006 5.283 -1.242
H 1.086 4.505 0.076
H 0.599 4.248 -1.623
H 3.665 1.377 -1.421
H 3.345 -0.426 0.218
H 2.479 -0.786 -1.148
C 0.273 -4.266 -1.456
S -0.286 -2.663 -1.989
C 0.595 -2.610 -3.527
O 0.491 -1.691 -1.067
H -0.172 -5.013 -2.114
H -0.072 -4.421 -0.435
H 1.361 -4.297 -1.505
H 0.218 -3.423 -4.149
H 1.659 -2.730 -3.328
H 0.377 -1.661 -4.009
F -2.033 -0.815 -0.675
```

The value obtained for the HOMO energy (alpha / beta) is -12.88 / -13.28 eV. The value obtained for the lowest unoccupied orbital energy (alpha / beta) is -6.1 / -6.6 eV. Its energy relative to the best compared isomer or geometry (same formula, charge and spin) is 1.9 kcal per mole. As for the multiplicity: 3. The charge is +2. The total energy comes out at -59989.8953 eV.


This record from the OMol25 dataset describes one molecule with the formula CH5N3O2 in a non-equilibrium geometry. The level of theory is the ωB97M-V functional and the def2-TZVPD basis.

XYZ file:
```
11
Properties=species:S:1:pos:R:3
N 1.320 -1.332 -0.385
N 0.590 -0.262 0.197
C -0.735 0.758 -0.561
O -1.964 0.217 -0.298
N 1.160 0.408 1.118
O 0.350 1.225 1.631
H 1.904 -1.775 0.325
H 0.644 -2.010 -0.737
H -0.665 1.819 -0.337
H -0.468 0.595 -1.601
H -2.137 0.358 0.647
```

The value obtained for the HOMO energy is -8.75 eV. The value obtained for the lowest unoccupied orbital energy is 0.5 eV. Its energy relative to the best compared isomer or geometry (same formula, charge and spin) is 90.6 kcal per mole. As for the SMILES: NN(CO)N=O. The charge is 0. The total energy comes out at -9678.5434 eV.


This record from the OMol25 dataset describes C22H19F3LiN6 as an isolated structure. The level of theory is the ωB97M-V functional and the def2-TZVPD basis.

XYZ file:
```
51
Properties=species:S:1:pos:R:3
Li 0.001 -1.115 -0.101
C 1.211 -0.447 2.366
N -0.014 -1.148 2.064
C -1.274 -0.510 2.359
C -2.252 -0.914 1.309
N -1.879 -1.459 0.181
C -3.017 -1.630 -0.565
C -3.176 -2.148 -1.845
C -4.451 -2.136 -2.369
C -5.537 -1.637 -1.643
C -5.399 -1.145 -0.361
C -4.120 -1.148 0.172
N -3.590 -0.706 1.366
C 2.219 -0.837 1.339
N 1.884 -1.412 0.215
C 3.045 -1.588 -0.495
C 3.249 -2.152 -1.748
C 4.541 -2.158 -2.227
C 5.600 -1.629 -1.484
C 5.418 -1.088 -0.227
C 4.121 -1.075 0.260
N 3.552 -0.609 1.427
H 1.599 -0.644 3.376
H 1.028 0.629 2.281
H 0.005 -2.084 2.451
H -1.137 0.575 2.303
H -1.672 -0.743 3.358
H -2.326 -2.539 -2.387
H -4.620 -2.516 -3.363
H -6.511 -1.631 -2.104
H -6.244 -0.779 0.197
H -4.106 -0.318 2.140
H 2.425 -2.573 -2.305
H 4.743 -2.585 -3.196
H 6.590 -1.646 -1.909
H 6.246 -0.706 0.347
H 4.044 -0.189 2.199
F 0.668 5.567 1.235
C 0.007 5.265 0.106
F 0.639 5.894 -0.891
F -1.210 5.800 0.209
C -0.028 3.772 -0.135
C -1.225 3.079 -0.230
C -1.168 1.715 -0.491
N -0.031 1.048 -0.632
C 1.107 1.723 -0.558
C 1.169 3.088 -0.308
H -2.169 3.589 -0.111
H -2.075 1.140 -0.608
H 2.009 1.152 -0.721
H 2.112 3.609 -0.246
```

The value obtained for the HOMO energy is -11.51 eV. The value obtained for the lowest unoccupied orbital energy is -2.6 eV. The charge is +1. The total energy comes out at -40419.6096 eV.


This record from the OMol25 dataset describes a 4-piece molecular cluster, C20H46BrIN3O9PS overall in a non-equilibrium geometry. The level of theory is the ωB97M-V functional and the def2-TZVPD basis.

XYZ file:
```
82
Properties=species:S:1:pos:R:3
C 1.721 -1.890 -4.062
C 0.313 -1.420 -4.667
Br -0.591 -3.095 -5.354
C -0.706 -0.769 -3.620
C -0.092 0.517 -2.811
P 1.182 1.552 -3.748
S 2.851 1.930 -2.840
O -1.275 1.414 -2.858
C -2.022 1.353 -1.649
O -2.936 2.061 -1.210
O -1.455 0.224 -0.971
C 0.004 0.269 -1.229
I 0.521 1.998 0.066
C 0.414 -1.194 -0.661
C 1.875 -1.303 -0.023
N 1.951 -0.872 1.421
N 2.967 -0.665 -0.797
N 2.198 -2.783 0.016
H 1.764 -1.970 -2.928
H 1.929 -2.952 -4.465
H 2.593 -1.248 -4.420
H 0.458 -0.763 -5.593
H -1.594 -0.369 -4.242
H -1.184 -1.531 -2.897
H 0.575 2.836 -4.048
H 1.532 1.007 -5.048
H 0.255 -2.039 -1.406
H -0.330 -1.390 0.201
H 2.358 0.067 1.503
H 1.032 -0.951 1.878
H 3.086 0.312 -0.501
H 3.846 -1.193 -0.764
H 3.175 -2.934 0.295
H 2.013 -3.173 -0.930
C -3.854 -2.753 4.820
O -3.601 -1.397 5.158
C -2.240 -1.171 5.518
C -1.472 -0.504 4.384
O -1.317 -1.385 3.272
C -2.213 -1.079 2.211
H -4.852 -2.816 4.384
H -3.130 -3.130 4.092
H -3.825 -3.372 5.722
H -1.755 -2.106 5.822
H -2.246 -0.499 6.381
H -0.465 -0.259 4.737
H -1.957 0.430 4.079
H -1.902 -0.152 1.719
H -3.242 -0.983 2.565
H -2.170 -1.892 1.483
C -4.917 5.495 -6.259
O -5.434 4.917 -5.070
C -5.707 3.525 -5.216
C -4.626 2.677 -4.557
O -3.385 2.786 -5.253
C -2.463 3.634 -4.582
H -4.562 6.500 -6.025
H -4.082 4.915 -6.661
H -5.710 5.569 -7.011
H -5.825 3.258 -6.273
H -6.660 3.334 -4.713
H -4.926 1.625 -4.605
H -4.508 2.944 -3.501
H -2.094 3.138 -3.679
H -2.914 4.594 -4.319
H -1.619 3.818 -5.250
C 5.877 -2.358 6.793
O 5.722 -0.959 6.607
C 6.266 -0.512 5.367
C 5.169 -0.258 4.341
O 4.543 -1.475 3.940
C 3.273 -1.656 4.552
H 5.285 -2.656 7.660
H 5.531 -2.922 5.923
H 6.929 -2.592 6.989
H 7.004 -1.225 4.983
H 6.784 0.431 5.569
H 5.620 0.176 3.443
H 4.431 0.454 4.725
H 2.549 -0.958 4.119
H 3.323 -1.514 5.635
H 2.939 -2.675 4.350
```

The value obtained for the HOMO energy is -8.85 eV. The value obtained for the lowest unoccupied orbital energy is -0.5 eV. As for the SMILES: C[C@@H](Br)C[C@@]1([PH2]=S)OC(=O)O[C@@]1(I)CC(N)(N)N.COCCOC.COCCOC.COCCOC. The charge is 0. The total energy comes out at -142644.6725 eV.


This record from the OMol25 dataset describes one molecule with the formula C9H14Br2O in a non-equilibrium geometry. The level of theory is the ωB97M-V functional and the def2-TZVPD basis.

XYZ file:
```
26
Properties=species:S:1:pos:R:3
C -1.247 1.328 -2.837
C -0.339 0.537 -1.900
C 0.405 -0.559 -2.574
C -0.093 0.949 -0.644
C 0.675 0.130 0.368
Br 2.660 0.273 0.017
C 0.146 -0.105 1.760
C -1.278 0.504 2.006
C 1.270 -0.078 2.867
C 0.265 -1.369 0.744
O 1.268 -2.268 0.881
Br -1.477 -2.304 0.137
H -2.165 1.545 -2.278
H -0.805 2.280 -3.352
H -1.519 0.853 -3.807
H 1.395 -0.115 -2.945
H 0.639 -1.460 -1.880
H -0.062 -0.986 -3.567
H -0.609 1.841 -0.229
H -1.982 -0.350 2.131
H -1.685 1.126 1.341
H -1.108 1.111 2.887
H 2.141 -0.455 2.394
H 0.780 -0.514 3.750
H 1.610 0.939 3.082
H 1.114 -2.850 1.648
```

The value obtained for the HOMO energy is -8.97 eV. The value obtained for the lowest unoccupied orbital energy is 0.4 eV. Its energy relative to the best compared isomer or geometry (same formula, charge and spin) is 1.5 kcal per mole. As for the SMILES: CC(C)=C[C@@]1(Br)C(C)(C)[C@@]1(O)Br. The charge is 0. The total energy comes out at -151689.5636 eV.


Please write out number 2 again, unchanged.
This record from the OMol25 dataset describes one molecule with the formula CH5N3O2 in a non-equilibrium geometry. The level of theory is the ωB97M-V functional and the def2-TZVPD basis.

XYZ file:
```
11
Properties=species:S:1:pos:R:3
N 1.320 -1.332 -0.385
N 0.590 -0.262 0.197
C -0.735 0.758 -0.561
O -1.964 0.217 -0.298
N 1.160 0.408 1.118
O 0.350 1.225 1.631
H 1.904 -1.775 0.325
H 0.644 -2.010 -0.737
H -0.665 1.819 -0.337
H -0.468 0.595 -1.601
H -2.137 0.358 0.647
```

The value obtained for the HOMO energy is -8.75 eV. The value obtained for the lowest unoccupied orbital energy is 0.5 eV. Its energy relative to the best compared isomer or geometry (same formula, charge and spin) is 90.6 kcal per mole. As for the SMILES: NN(CO)N=O. The charge is 0. The total energy comes out at -9678.5434 eV.


Please write out number 2 again, unchanged.
This record from the OMol25 dataset describes one molecule with the formula CH5N3O2 in a non-equilibrium geometry. The level of theory is the ωB97M-V functional and the def2-TZVPD basis.

XYZ file:
```
11
Properties=species:S:1:pos:R:3
N 1.320 -1.332 -0.385
N 0.590 -0.262 0.197
C -0.735 0.758 -0.561
O -1.964 0.217 -0.298
N 1.160 0.408 1.118
O 0.350 1.225 1.631
H 1.904 -1.775 0.325
H 0.644 -2.010 -0.737
H -0.665 1.819 -0.337
H -0.468 0.595 -1.601
H -2.137 0.358 0.647
```

The value obtained for the HOMO energy is -8.75 eV. The value obtained for the lowest unoccupied orbital energy is 0.5 eV. Its energy relative to the best compared isomer or geometry (same formula, charge and spin) is 90.6 kcal per mole. As for the SMILES: NN(CO)N=O. The charge is 0. The total energy comes out at -9678.5434 eV.


Please write out number 4 again, unchanged.
This record from the OMol25 dataset describes a 4-piece molecular cluster, C20H46BrIN3O9PS overall in a non-equilibrium geometry. The level of theory is the ωB97M-V functional and the def2-TZVPD basis.

XYZ file:
```
82
Properties=species:S:1:pos:R:3
C 1.721 -1.890 -4.062
C 0.313 -1.420 -4.667
Br -0.591 -3.095 -5.354
C -0.706 -0.769 -3.620
C -0.092 0.517 -2.811
P 1.182 1.552 -3.748
S 2.851 1.930 -2.840
O -1.275 1.414 -2.858
C -2.022 1.353 -1.649
O -2.936 2.061 -1.210
O -1.455 0.224 -0.971
C 0.004 0.269 -1.229
I 0.521 1.998 0.066
C 0.414 -1.194 -0.661
C 1.875 -1.303 -0.023
N 1.951 -0.872 1.421
N 2.967 -0.665 -0.797
N 2.198 -2.783 0.016
H 1.764 -1.970 -2.928
H 1.929 -2.952 -4.465
H 2.593 -1.248 -4.420
H 0.458 -0.763 -5.593
H -1.594 -0.369 -4.242
H -1.184 -1.531 -2.897
H 0.575 2.836 -4.048
H 1.532 1.007 -5.048
H 0.255 -2.039 -1.406
H -0.330 -1.390 0.201
H 2.358 0.067 1.503
H 1.032 -0.951 1.878
H 3.086 0.312 -0.501
H 3.846 -1.193 -0.764
H 3.175 -2.934 0.295
H 2.013 -3.173 -0.930
C -3.854 -2.753 4.820
O -3.601 -1.397 5.158
C -2.240 -1.171 5.518
C -1.472 -0.504 4.384
O -1.317 -1.385 3.272
C -2.213 -1.079 2.211
H -4.852 -2.816 4.384
H -3.130 -3.130 4.092
H -3.825 -3.372 5.722
H -1.755 -2.106 5.822
H -2.246 -0.499 6.381
H -0.465 -0.259 4.737
H -1.957 0.430 4.079
H -1.902 -0.152 1.719
H -3.242 -0.983 2.565
H -2.170 -1.892 1.483
C -4.917 5.495 -6.259
O -5.434 4.917 -5.070
C -5.707 3.525 -5.216
C -4.626 2.677 -4.557
O -3.385 2.786 -5.253
C -2.463 3.634 -4.582
H -4.562 6.500 -6.025
H -4.082 4.915 -6.661
H -5.710 5.569 -7.011
H -5.825 3.258 -6.273
H -6.660 3.334 -4.713
H -4.926 1.625 -4.605
H -4.508 2.944 -3.501
H -2.094 3.138 -3.679
H -2.914 4.594 -4.319
H -1.619 3.818 -5.250
C 5.877 -2.358 6.793
O 5.722 -0.959 6.607
C 6.266 -0.512 5.367
C 5.169 -0.258 4.341
O 4.543 -1.475 3.940
C 3.273 -1.656 4.552
H 5.285 -2.656 7.660
H 5.531 -2.922 5.923
H 6.929 -2.592 6.989
H 7.004 -1.225 4.983
H 6.784 0.431 5.569
H 5.620 0.176 3.443
H 4.431 0.454 4.725
H 2.549 -0.958 4.119
H 3.323 -1.514 5.635
H 2.939 -2.675 4.350
```

The value obtained for the HOMO energy is -8.85 eV. The value obtained for the lowest unoccupied orbital energy is -0.5 eV. As for the SMILES: C[C@@H](Br)C[C@@]1([PH2]=S)OC(=O)O[C@@]1(I)CC(N)(N)N.COCCOC.COCCOC.COCCOC. The charge is 0. The total energy comes out at -142644.6725 eV.